Version 1
{"formula": "C44H121N11O11", "method": "ωB97M-V with the def2-TZVPD basis set", "symbols": ["H", "C", "H", "H", "H", "H", "H", "H", "H", "H", "C", "C", "H", "H", "H", "C", "C", "H", "H", "O", "O", "C", "O", "C", "N", "H", "H", "H", "H", "H", "H", "C", "H", "O", "H", "H", "H", "C", "H", "H", "H", "H", "H", "C", "H", "C", "N", "N", "C", "H", "H", "C", "H", "H", "C", "H", "H", "H", "N", "H", "H", "H", "H", "H", "N", "H", "H", "C", "C", "C", "H", "H", "H", "H", "H", "C", "N", "C", "H", "C", "O", "N", "H", "H", "C", "H", "O", "C", "C", "O", "H", "N", "C", "H", "C", "C", "H", "H", "H", "H", "H", "H", "H", "N", "H", "H", "N", "H", "C", "H", "H", "H", "H", "H", "C", "H", "C", "C", "H", "C", "O", "H", "H", "O", "C", "H", "C", "H", "C", "H", "H", "H", "H", "H", "H", "H", "H", "H", "H", "H", "H", "H", "H", "C", "H", "H", "H", "C", "H", "H", "C", "O", "C", "C", "H", "H", "H", "C", "C", "H", "H", "H", "H", "H", "H", "H", "H", "C", "H", "H", "H", "H", "H", "H", "H", "C", "H", "C", "H", "H", "H", "H", "H", "O", "N", "H", "H"], "positions_angstrom": [[-4.61, -2.72, -1.57], [-4.99, 5.69, 1.22], [-0.78, 5.47, 3.86], [-3.08, -5.16, 2.21], [3.04, 0.17, -0.86], [-5.98, 5.30, 0.98], [3.26, 5.93, 0.92], [-2.51, -0.05, -3.40], [-4.74, -4.99, -3.78], [-2.42, -0.69, -0.30], [1.04, -1.84, 2.45], [-3.73, -5.17, -4.13], [-2.97, -5.03, -0.76], [0.48, -2.07, 6.35], [-4.62, 8.21, -1.19], [4.22, 3.85, 1.80], [9.70, 0.35, -0.20], [0.69, -0.98, -2.17], [-3.13, -1.26, -6.64], [0.55, -3.98, -4.18], [-3.93, 4.87, 0.70], [1.44, -1.77, 6.78], [6.64, -1.28, 1.57], [-2.04, -4.98, -0.20], [-3.17, -0.72, -5.79], [-5.55, -2.94, 1.97], [-3.67, -5.66, -5.10], [4.53, 0.24, -1.79], [-4.49, 2.85, 1.45], [-5.52, -0.37, 3.85], [5.27, -1.89, 4.43], [-1.35, 5.78, 2.98], [-0.42, -2.25, 0.36], [4.26, 1.86, -0.63], [4.74, 4.53, -0.21], [2.32, -3.62, 6.18], [2.09, 4.92, 0.82], [3.78, -2.65, 7.37], [-1.36, 6.45, -2.67], [-4.30, -0.61, 4.85], [-5.69, 7.74, 0.97], [4.32, -2.31, -4.39], [-0.45, -5.74, -4.12], [5.20, -1.25, 1.60], [1.52, -2.97, -2.19], [1.70, -3.42, -4.71], [2.33, -2.46, -2.52], [-1.39, 5.92, 0.62], [4.60, -2.47, 5.06], [4.98, -3.49, 5.03], [-2.29, 5.47, 0.64], [-2.36, 4.11, -3.35], [3.96, -2.06, 8.27], [-5.59, 6.70, -1.23], [0.41, -4.90, -0.46], [2.08, -2.05, 2.19], [0.07, 6.03, -2.03], [9.67, 0.00, -1.23], [9.15, -1.92, 0.50], [3.23, 1.29, -2.29], [-3.63, -3.45, 3.64], [7.01, -0.48, -0.24], [3.65, -0.67, -3.90], [3.37, -1.37, -5.46], [-4.79, -1.03, 4.07], [1.17, -1.29, 7.73], [-3.61, 2.20, -5.71], [-3.09, -0.97, -3.41], [-5.12, -2.71, -0.61], [2.11, -2.21, -3.91], [4.64, 4.62, 2.44], [1.92, -1.06, 6.11], [-5.40, -3.74, -0.38], [-2.76, 5.04, -3.75], [-3.29, 8.40, 0.45], [-0.51, 3.77, 1.52], [-0.87, 5.72, -2.18], [0.12, 1.85, 2.82], [-0.84, -5.80, -1.91], [0.24, -1.38, 0.30], [4.60, -1.94, 6.39], [-3.71, 7.83, 1.17], [0.11, -5.43, -5.66], [-5.14, 3.31, -0.09], [3.29, 2.87, -0.36], [1.81, -3.20, 8.97], [-4.22, -2.33, 0.50], [-3.14, -2.59, 3.18], [3.70, 0.83, -1.42], [0.00, 3.26, 2.78], [0.24, 3.54, 0.76], [-0.23, -0.64, -1.92], [-4.30, 3.48, 0.59], [-5.76, -1.33, 1.45], [2.30, -2.95, 7.04], [8.86, -0.55, 0.75], [-2.39, -2.21, 3.87], [4.81, -2.19, 2.00], [0.35, 5.74, 1.71], [-0.87, 1.40, 2.84], [2.51, -4.15, -4.64], [0.52, -2.79, 2.51], [10.77, 0.47, -0.04], [1.66, -3.70, 8.10], [-3.37, -3.34, -5.97], [1.21, -1.69, -0.10], [2.92, 5.20, 0.31], [-4.60, -2.90, -4.85], [-3.74, 2.82, -4.82], [-1.93, 0.43, 0.82], [6.94, 0.66, 1.16], [-2.92, 7.27, 1.47], [-1.51, 3.39, 1.35], [-2.57, -2.96, 2.33], [-0.91, 4.46, -3.03], [-1.96, -4.07, 0.40], [-2.86, -1.71, -4.77], [-1.74, 0.15, -0.22], [2.87, 3.19, -1.31], [-4.69, 7.18, -0.84], [-2.98, -3.95, -4.06], [-2.93, 3.91, -2.44], [-3.99, -5.93, 1.03], [0.46, -0.87, 1.60], [-0.92, -4.93, -1.25], [3.60, -2.55, 4.63], [-3.07, -6.06, 1.59], [2.22, -4.51, 8.29], [-0.66, 5.33, 1.72], [4.87, -0.42, 2.24], [1.08, -1.36, 3.43], [-3.62, -0.61, 2.37], [-0.08, 2.54, -2.95], [1.30, -5.93, -4.44], [-3.48, 2.98, 0.08], [-1.91, -3.92, -2.57], [-4.14, -0.75, -3.22], [-1.79, -1.91, -4.86], [8.55, -2.39, 1.16], [9.30, 1.36, -0.22], [-4.12, 3.79, -5.12], [-0.39, 4.54, -3.98], [-4.82, 5.74, 2.29], [3.87, 4.12, 0.30], [3.05, -3.15, -2.38], [8.72, -2.16, -0.38], [4.78, -1.04, 0.61], [-4.84, 7.12, 0.68], [-2.44, -0.04, -5.88], [-3.37, -5.89, -3.40], [-3.52, -3.01, -4.94], [-2.45, 3.10, -4.36], [3.47, -1.62, -4.40], [0.42, -5.31, -4.62], [-2.33, 5.30, 3.07], [0.69, 1.43, 1.99], [1.25, -4.55, -1.06], [7.33, -0.29, 0.79], [-0.31, -0.28, -0.54], [-3.03, -6.88, 2.30], [-2.08, 0.98, -0.85], [0.60, -5.93, -0.16], [1.58, -3.17, -5.77], [-4.49, 2.32, -4.21], [-6.03, -2.13, -0.72], [1.32, -1.46, -4.00], [-0.76, -1.50, -1.97], [-4.07, -1.51, 2.79], [-3.86, 6.60, -1.24], [2.53, 2.45, 0.30], [3.36, 3.61, 2.42], [4.22, -3.62, 7.61], [5.00, 3.11, 1.97], [-1.00, 5.56, -0.25], [0.31, -4.23, 0.40], [-0.03, 3.46, -2.36], [0.41, 0.53, -0.49], [-4.98, -2.06, 1.68], [1.02, 3.77, -2.41], [9.24, -0.36, 1.76], [-2.78, -1.49, -2.50], [0.63, 1.56, 3.75], [-0.39, -3.84, -2.89], [-2.04, -6.11, 0.63], [-1.03, -3.78, -2.11], [-0.32, 3.19, -1.35], [-1.54, 6.85, 2.97]], "mulliken_charge": [-0.308, -0.934, 0.454, -0.068, 0.080, 0.530, 0.301, 0.133, 0.360, -0.570, -0.704, -1.203, 0.331, 0.239, 0.462, -1.144, -1.396, -0.454, 0.296, -0.290, -0.116, -1.214, -0.389, 0.178, -0.775, 0.391, 0.328, 0.472, 0.347, 0.245, 0.196, -1.914, -1.345, -0.431, 0.424, 0.256, 0.036, -0.892, 0.224, 0.238, 0.358, 0.401, 0.234, -0.529, -0.512, -1.487, -0.031, -0.362, -0.345, 0.365, 0.065, -0.732, 0.320, 0.393, -1.476, 0.102, 0.245, 0.332, -0.768, 0.474, 0.376, 0.175, 0.221, 0.441, -0.816, 0.378, 0.214, -0.256, -0.563, 1.017, 0.440, 0.306, 0.333, 0.528, 0.241, 0.922, -0.614, -0.533, 0.843, 0.347, -0.375, -0.690, 0.329, 0.451, 0.303, 0.290, 0.240, -0.718, -0.743, -0.595, -0.467, 0.542, -0.702, 0.409, 0.635, 0.304, 0.371, 0.271, 0.544, 0.270, 0.496, 0.281, 0.335, -0.778, 0.489, 0.611, -0.711, 0.442, -0.766, -0.016, 0.249, 0.153, 0.353, -0.392, 0.234, -0.554, 1.467, -0.456, 0.134, -1.497, -0.028, 0.204, 0.273, 0.387, 0.220, -0.034, -0.412, 0.275, 0.679, 0.333, 0.174, -0.403, 0.447, 0.382, -0.264, -0.411, 0.425, -0.441, 0.344, 0.336, 0.428, 0.294, 0.339, 0.261, 0.440, 0.287, 0.137, 0.496, 0.302, 0.321, -1.419, -0.375, -1.700, -1.050, 0.179, 0.046, 0.376, -0.327, 1.738, 0.366, -0.027, 0.489, 0.375, 0.251, 0.407, 0.218, -0.543, 1.683, 0.205, -0.311, 0.213, 0.395, 0.149, 0.110, 0.177, -0.760, -0.395, -1.300, 0.326, 0.311, -0.699, 0.289, -0.034, -0.501, 1.063, -0.360, 0.478], "total_charge": 0, "gap_ev": 8.4, "mol_weight_g_mol": 980.52, "smiles": "COC[C@H](C)N.COC[C@H](C)N.COC[C@H](C)N.COC[C@H](C)N.COC[C@H](C)N.COC[C@H](C)N.COC[C@H](C)N.COC[C@H](C)N.COC[C@H](C)N.COC[C@H](C)N.COC[C@H](C)N"}

---

Version 2
{"formula": "C44H121N11O11", "method": "ωB97M-V with the def2-TZVPD basis set", "symbols": ["H", "H", "H", "H", "O", "H", "C", "H", "H", "H", "H", "H", "C", "N", "H", "H", "H", "H", "H", "H", "H", "H", "H", "H", "H", "C", "C", "H", "O", "O", "H", "C", "C", "H", "C", "C", "C", "C", "H", "H", "N", "H", "C", "H", "H", "H", "H", "H", "C", "O", "N", "H", "H", "H", "H", "N", "H", "H", "H", "H", "C", "H", "C", "H", "H", "H", "H", "H", "C", "C", "H", "C", "H", "H", "H", "C", "C", "H", "C", "H", "H", "C", "H", "H", "O", "H", "H", "H", "H", "H", "H", "C", "C", "H", "H", "C", "H", "C", "C", "C", "O", "C", "C", "H", "H", "H", "H", "H", "H", "H", "H", "H", "H", "C", "H", "H", "H", "O", "H", "H", "H", "C", "H", "N", "H", "O", "N", "C", "H", "H", "N", "C", "H", "C", "H", "H", "H", "H", "H", "H", "H", "N", "C", "C", "O", "N", "C", "H", "C", "H", "N", "H", "H", "H", "H", "H", "H", "H", "H", "C", "H", "H", "H", "H", "N", "H", "C", "H", "H", "H", "H", "H", "C", "H", "O", "C", "H", "C", "H", "H", "H", "H", "H", "C", "H", "O", "H"], "positions_angstrom": [[15.19, -2.40, -13.83], [20.67, -4.85, -11.15], [18.50, -0.49, -20.39], [16.46, -4.94, -11.40], [12.45, -0.41, -11.47], [20.98, -0.08, -12.80], [18.71, -3.51, -10.21], [25.59, -3.05, -12.64], [20.04, -5.33, -17.39], [9.30, -2.59, -14.52], [11.00, -5.80, -14.08], [13.64, 4.73, -14.90], [15.38, 0.96, -13.90], [19.63, 0.96, -14.01], [22.18, -3.10, -14.50], [18.79, -6.66, -19.06], [15.58, -0.01, -13.45], [15.45, -7.96, -20.09], [16.60, -4.72, -19.98], [12.12, -1.51, -18.54], [7.04, -1.32, -17.42], [18.79, -4.95, -16.12], [24.36, -1.12, -13.86], [15.14, -10.08, -17.05], [16.58, -2.61, -11.62], [12.91, 2.78, -14.51], [19.04, -2.36, -13.64], [19.51, -3.74, -17.31], [23.94, -2.52, -11.53], [17.21, 1.09, -18.37], [24.23, -4.06, -12.96], [24.20, -3.24, -10.34], [17.03, -2.39, -14.87], [7.33, -0.64, -19.07], [24.09, -2.18, -13.89], [15.11, -4.13, -15.11], [9.22, -4.64, -14.29], [16.62, -6.51, -19.12], [9.26, 0.18, -9.98], [18.75, -3.73, -11.28], [7.95, -3.79, -17.86], [14.41, -12.01, -18.23], [13.96, -9.33, -15.43], [7.31, -4.85, -10.70], [21.49, 3.57, -10.06], [19.78, 1.44, -11.30], [17.45, 1.59, -16.31], [19.05, -2.49, -9.98], [17.33, -1.40, -18.70], [13.91, -11.60, -16.22], [24.79, -2.67, -15.12], [14.09, -4.14, -14.72], [17.09, -1.53, -10.60], [20.36, 2.87, -12.28], [19.30, 1.92, -14.06], [16.62, -5.68, -20.31], [8.08, -2.87, -19.73], [15.82, -0.02, -19.24], [10.77, 2.96, -9.53], [10.65, 3.23, -11.29], [22.60, -2.12, -14.24], [22.30, -1.41, -15.01], [10.65, -4.94, -14.66], [18.55, -2.29, -20.17], [6.12, -1.95, -18.73], [12.64, -3.15, -18.18], [10.83, -5.21, -15.69], [13.52, 1.77, -16.41], [6.85, -4.70, -11.68], [21.74, 2.50, -9.95], [9.68, -1.04, -18.87], [24.49, -3.03, -12.71], [17.98, -7.02, -17.52], [13.95, -13.40, -17.10], [15.88, -6.18, -18.37], [20.67, -4.79, -10.06], [13.90, 2.06, -15.43], [19.59, -3.19, -13.18], [10.39, 2.56, -10.47], [15.11, -4.40, -16.16], [16.30, -8.62, -18.67], [15.54, -2.68, -14.83], [15.83, -0.23, -17.54], [14.70, -0.89, -15.53], [17.73, -2.86, -13.74], [20.90, -5.75, -9.61], [12.53, 1.54, -12.01], [18.72, 2.06, -17.44], [18.62, 0.40, -17.03], [11.67, -2.30, -16.99], [17.16, -1.30, -14.93], [8.94, -4.50, -12.80], [10.79, 1.14, -10.83], [10.53, -0.73, -10.29], [9.03, -5.44, -12.24], [20.82, 0.96, -13.13], [22.93, 1.31, -13.32], [14.80, -8.12, -15.12], [14.74, -10.45, -16.09], [13.76, -0.86, -11.24], [10.57, -2.89, -18.56], [14.47, -12.46, -17.24], [9.54, -1.96, -18.30], [16.29, 1.49, -14.21], [15.05, 1.54, -13.02], [14.18, -7.24, -15.01], [23.52, -2.90, -9.57], [13.14, -10.82, -14.29], [17.04, -5.54, -9.74], [9.54, -1.78, -17.22], [9.68, -3.80, -12.39], [17.17, -8.30, -20.23], [21.33, -3.93, -9.85], [22.04, 1.34, -13.95], [15.69, -10.70, -15.61], [14.10, -9.99, -13.50], [8.52, -5.38, -14.68], [14.39, 0.85, -14.88], [15.51, -4.86, -9.93], [14.74, 2.73, -15.65], [25.24, -3.01, -10.05], [16.52, -4.78, -10.33], [24.23, -4.32, -10.50], [16.42, -2.54, -18.51], [14.64, -0.27, -11.49], [19.40, -4.48, -9.46], [10.27, 0.16, -9.86], [20.58, 1.86, -11.92], [16.99, -3.35, -18.23], [15.51, -8.05, -15.95], [14.78, -1.87, -15.78], [17.99, 1.28, -17.21], [13.14, -9.00, -16.07], [17.94, -1.38, -20.11], [10.99, 2.21, -15.51], [13.79, -1.21, -10.20], [11.29, -4.14, -14.27], [15.40, -8.21, -14.20], [19.24, -1.59, -12.89], [24.17, -2.44, -15.88], [8.07, -3.53, -16.88], [12.78, 4.19, -14.90], [16.51, -0.14, -18.39], [11.51, 2.15, -14.56], [18.18, -4.99, -18.15], [8.84, -3.38, -14.97], [8.22, -2.60, -18.68], [8.78, -4.34, -18.09], [11.82, -2.45, -18.07], [15.61, -4.85, -14.46], [13.34, -9.82, -14.17], [9.30, 2.59, -10.36], [7.84, -3.26, -14.93], [22.13, 0.70, -14.82], [20.98, 2.13, -9.26], [10.89, 2.70, -13.85], [6.57, -5.65, -12.15], [15.52, -12.62, -16.98], [12.92, 1.23, -10.25], [17.96, -6.37, -18.41], [22.01, 2.40, -14.25], [17.11, -1.57, -20.79], [5.91, -4.17, -11.51], [22.76, 2.46, -9.57], [16.52, -2.38, -10.62], [10.32, 0.91, -11.80], [19.15, -4.75, -17.13], [18.11, -1.47, -17.94], [17.43, -2.83, -15.79], [12.17, 4.70, -14.27], [15.82, -5.90, -20.89], [25.69, -2.24, -15.28], [17.19, -3.45, -9.92], [22.17, -1.85, -13.27], [21.76, 1.75, -11.14], [12.28, 0.97, -11.10], [13.32, 2.75, -13.49], [7.09, -1.53, -18.49], [19.57, -2.05, -14.54], [13.89, -1.80, -11.80], [19.88, 0.68, -14.95], [11.60, 1.09, -14.30], [16.94, -3.38, -8.85], [16.39, -7.97, -19.54], [13.81, -2.17, -15.86], [7.65, -3.96, -12.57], [15.90, -2.45, -17.62]], "mulliken_charge": [-0.964, 0.268, 0.341, 0.248, -0.104, -0.543, 0.258, 0.381, 0.487, 0.078, 0.451, 0.258, -0.464, -0.059, 0.558, 0.319, -0.191, 0.463, 0.275, 0.351, 0.296, 0.383, 0.240, -0.032, -0.198, 1.156, -0.801, 0.178, -0.181, -0.483, 0.380, -0.874, 0.249, 0.405, 0.689, -1.872, 0.282, 1.115, 0.307, -0.250, -0.780, 0.261, 0.576, 0.317, 0.318, 0.400, -0.003, 0.270, 1.706, -0.381, -0.756, 0.291, 0.274, 0.451, 0.287, -0.728, 0.377, 0.397, 0.375, 0.288, -1.413, 0.413, -1.382, 0.384, 0.378, 0.320, 0.412, 0.374, -0.781, -0.828, 0.412, -0.928, 0.388, 0.284, -0.202, -0.718, -1.403, 0.246, -1.504, 0.270, 0.152, 1.920, -0.258, -0.128, -0.392, 0.333, -0.661, 0.425, 0.104, 0.233, 0.375, -0.731, 0.485, 0.303, 0.514, 1.288, 0.345, -0.830, -0.324, -0.874, -0.385, -0.743, -0.322, 0.292, 0.351, 0.133, 0.234, 0.306, 0.398, 0.152, 0.186, 0.368, 0.316, -1.759, 0.341, 0.299, 0.283, -0.297, 0.382, 0.320, 0.328, -1.443, 0.346, -0.496, 0.210, -0.406, -0.795, -0.978, -0.115, 0.001, 0.471, -0.268, 0.204, -1.834, 0.490, 0.426, 0.146, 0.336, 0.384, 0.240, 0.224, -0.792, -0.118, -1.511, -0.160, -0.402, 0.131, 0.372, -0.697, 0.383, -0.749, 0.368, 0.378, 0.469, 0.309, 0.393, 0.331, 0.324, 0.574, -0.939, 0.354, 0.401, 0.240, 0.236, -0.258, 0.226, -1.050, -0.278, -0.287, 0.264, 0.284, 0.265, 0.122, 0.066, -0.237, 0.206, 0.071, -1.501, 0.454, 0.156, -0.015, 0.209, 0.390, -1.366, -0.014, -0.310, 0.043], "total_charge": 0, "gap_ev": 9.0, "mol_weight_g_mol": 980.52, "smiles": "COC[C@H](C)N.COC[C@H](C)N.COC[C@H](C)N.COC[C@H](C)N.COC[C@H](C)N.COC[C@H](C)N.COC[C@H](C)N.COC[C@H](C)N.COC[C@H](C)N.COC[C@H](C)N.COC[C@H](C)N"}

---

Version 3
{"formula": "C44H121N11O11", "method": "ωB97M-V with the def2-TZVPD basis set", "symbols": ["H", "H", "H", "C", "H", "H", "C", "H", "H", "C", "H", "H", "H", "H", "H", "C", "H", "H", "N", "C", "H", "H", "H", "C", "H", "H", "H", "H", "C", "H", "C", "H", "H", "H", "C", "O", "N", "H", "H", "H", "H", "O", "H", "H", "C", "H", "H", "C", "C", "O", "C", "H", "O", "H", "C", "C", "H", "H", "H", "C", "H", "H", "H", "H", "H", "C", "H", "H", "H", "H", "N", "C", "H", "C", "H", "H", "H", "C", "H", "H", "H", "C", "H", "H", "C", "C", "N", "O", "H", "H", "H", "H", "C", "H", "H", "H", "H", "O", "H", "H", "H", "H", "H", "H", "N", "H", "C", "C", "C", "H", "C", "H", "H", "O", "H", "H", "H", "H", "H", "H", "O", "H", "N", "H", "H", "H", "H", "H", "H", "C", "H", "H", "N", "O", "H", "H", "H", "N", "C", "H", "H", "H", "H", "C", "H", "H", "H", "H", "H", "O", "H", "H", "C", "N", "C", "H", "H", "H", "H", "C", "C", "C", "O", "H", "C", "H", "H", "H", "C", "N", "H", "H", "H", "N", "C", "C", "H", "C", "C", "C", "C", "H", "H", "H", "H", "H", "H"], "positions_angstrom": [[8.42, -30.50, -12.73], [10.49, -27.00, -17.31], [12.92, -27.11, -16.62], [9.93, -22.05, -20.41], [7.54, -25.81, -17.02], [10.33, -25.49, -19.42], [7.98, -17.18, -18.52], [8.61, -18.80, -21.18], [10.56, -22.41, -19.59], [7.32, -26.45, -12.98], [11.79, -20.00, -13.30], [6.97, -20.79, -14.44], [9.73, -18.40, -15.74], [6.29, -15.17, -21.45], [8.21, -30.63, -14.44], [14.09, -18.15, -17.67], [16.23, -16.55, -11.44], [2.24, -16.78, -15.43], [15.91, -19.10, -11.00], [9.19, -19.94, -23.42], [8.43, -14.81, -15.08], [13.74, -26.40, -17.90], [4.10, -16.80, -21.44], [7.80, -17.82, -10.04], [8.05, -21.21, -17.20], [10.14, -16.28, -13.91], [4.93, -16.29, -17.73], [7.18, -18.06, -7.92], [6.12, -16.86, -20.02], [6.95, -21.57, -11.94], [15.62, -16.69, -10.54], [9.63, -19.94, -18.61], [11.61, -15.44, -13.65], [5.62, -21.40, -16.65], [4.99, -21.00, -17.44], [8.58, -20.95, -13.22], [9.42, -25.22, -19.07], [11.96, -19.91, -9.45], [8.85, -16.64, -18.14], [7.74, -20.15, -20.61], [5.65, -18.38, -15.84], [10.75, -12.36, -14.70], [8.65, -26.61, -11.36], [3.70, -15.53, -16.79], [7.76, -30.20, -13.54], [6.05, -28.30, -12.57], [11.00, -20.64, -18.73], [15.58, -17.72, -17.45], [14.07, -17.97, -11.98], [5.75, -19.09, -9.94], [9.61, -24.96, -17.69], [4.07, -20.09, -9.55], [13.33, -17.13, -17.17], [7.73, -16.18, -11.04], [7.99, -21.15, -14.57], [13.05, -26.14, -17.09], [15.46, -19.95, -11.32], [5.28, -14.17, -19.58], [14.39, -18.28, -9.75], [8.19, -24.93, -17.03], [8.80, -17.30, -11.72], [12.67, -21.97, -4.95], [10.26, -10.40, -14.24], [6.78, -30.61, -13.32], [5.31, -16.00, -16.12], [5.53, -15.79, -20.98], [16.06, -19.61, -16.90], [9.88, -12.19, -12.82], [10.58, -21.32, -7.15], [7.16, -16.41, -8.45], [6.25, -25.59, -13.29], [8.02, -21.66, -12.13], [8.42, -18.72, -10.00], [11.16, -20.48, -7.53], [16.37, -18.74, -11.82], [5.82, -17.25, -10.71], [7.49, -19.73, -16.97], [6.40, -18.18, -10.71], [14.94, -15.84, -10.50], [5.34, -17.39, -19.48], [16.29, -16.74, -19.31], [12.33, -19.06, -13.17], [9.81, -20.80, -15.45], [11.95, -21.36, -3.54], [10.99, -11.03, -14.76], [4.62, -14.74, -20.24], [4.76, -16.38, -22.07], [11.93, -25.51, -17.63], [8.65, -17.26, -8.14], [6.61, -18.61, -11.69], [17.36, -18.71, -17.39], [8.22, -22.72, -12.27], [14.92, -18.08, -10.68], [10.73, -20.28, -21.28], [10.53, -20.94, -9.53], [3.85, -18.64, -10.28], [9.96, -19.24, -6.55], [8.34, -20.46, -22.46], [15.58, -17.45, -16.39], [11.46, -16.19, -17.10], [10.76, -18.49, -7.56], [8.92, -26.10, -19.08], [9.42, -14.37, -12.60], [13.23, -20.66, -6.79], [10.42, -19.99, -19.24], [2.66, -18.37, -14.92], [15.90, -16.49, -18.33], [4.47, -16.30, -16.74], [8.65, -19.89, -21.16], [11.67, -18.29, -12.77], [11.94, -21.24, -4.62], [10.81, -25.88, -15.97], [10.86, -15.38, -15.22], [7.69, -28.80, -13.81], [7.76, -24.16, -17.67], [5.24, -21.25, -18.47], [8.07, -26.32, -13.76], [11.01, -10.69, -15.79], [11.45, -17.84, -17.70], [5.77, -25.88, -14.13], [12.13, -19.96, -5.16], [3.92, -21.23, -17.41], [10.23, -19.35, -7.52], [8.45, -21.35, -11.18], [8.95, -22.52, -20.32], [11.90, -10.87, -14.17], [12.58, -18.74, -14.18], [6.63, -17.57, -20.67], [4.19, -15.59, -22.35], [11.47, -20.78, -9.01], [9.15, -18.75, -14.04], [7.43, -17.82, -17.83], [16.40, -18.95, -17.58], [13.49, -19.19, -12.35], [8.03, -18.27, -15.29], [16.34, -16.73, -9.72], [12.17, -16.61, -18.71], [8.33, -20.29, -16.90], [9.96, -20.50, -20.54], [13.39, -17.12, -11.84], [13.88, -19.02, -17.04], [8.72, -13.23, -15.04], [14.64, -17.56, -12.82], [8.84, -20.31, -15.50], [12.02, -21.72, -9.11], [10.93, -21.56, -4.88], [9.99, -23.95, -17.57], [16.68, -15.89, -17.86], [4.46, -19.50, -15.46], [5.26, -19.56, -17.45], [8.04, -22.22, -14.79], [3.12, -17.99, -17.27], [7.08, -28.01, -12.79], [8.68, -14.05, -14.45], [4.77, -18.85, -16.28], [13.79, -18.34, -18.70], [8.45, -17.87, -19.23], [4.46, -20.11, -11.35], [13.61, -25.55, -16.36], [10.64, -15.35, -14.15], [10.52, -12.87, -13.37], [7.67, -17.36, -8.60], [7.15, -16.22, -19.24], [9.24, -18.86, -23.36], [8.95, -18.83, -15.11], [4.07, -14.05, -20.89], [7.60, -28.35, -11.90], [10.46, -22.51, -21.24], [4.45, -19.55, -10.41], [2.93, -17.52, -15.38], [11.37, -12.99, -12.69], [15.09, -15.79, -18.51], [3.88, -15.33, -19.70], [8.46, -16.85, -10.88], [9.81, -14.26, -13.61], [10.70, -25.97, -17.05], [6.58, -24.64, -13.41], [3.81, -17.70, -16.48], [7.92, -25.87, -11.69], [12.38, -20.00, -6.59], [12.02, -16.92, -17.67], [8.22, -24.49, -16.04], [7.22, -25.61, -10.89], [12.68, -19.00, -6.91], [8.97, -20.10, -24.48], [10.21, -20.29, -23.23], [8.33, -24.88, -11.91]], "mulliken_charge": [0.324, 0.319, 0.352, -1.518, 0.398, 0.276, 0.511, 0.571, 0.334, 1.055, 0.237, 0.187, -0.119, 0.356, 0.233, -0.773, 0.340, 0.204, -0.761, -0.722, 0.148, 0.281, 0.351, 0.736, 0.082, 0.057, -0.043, 0.321, -0.070, 0.261, -1.455, -0.336, 0.331, 0.290, -0.830, -0.041, -0.606, 0.067, 0.122, 0.060, -0.142, -0.257, 0.456, 0.431, -0.779, 0.411, 0.273, 0.790, -0.537, -0.343, 0.697, 0.292, -0.316, 0.286, -0.402, -0.856, 0.328, 0.267, 0.227, -1.248, 0.183, 0.310, 0.335, 0.306, 0.294, -0.012, 0.252, 0.531, 0.353, 0.371, -0.737, -0.160, -0.128, 0.326, 0.304, 0.548, -0.765, -0.556, 0.361, 0.050, 0.383, -0.386, 0.022, 0.293, -0.859, -1.341, -0.770, -0.337, 0.326, 0.239, 0.257, -0.058, 0.356, 0.125, 0.069, 0.397, 0.283, -0.481, 0.100, 0.130, 0.273, 0.308, 0.023, 0.392, -0.328, 0.165, -1.357, -1.017, -0.772, 0.161, -0.724, 0.493, 0.113, -0.260, 0.440, 0.189, -0.036, 0.227, 0.088, 0.264, -0.386, 0.322, -0.501, 0.099, 0.332, 0.331, 0.263, 0.215, 0.332, -1.133, 0.207, -0.068, -0.733, -0.425, -0.103, 0.360, 0.487, 0.782, 1.161, 0.291, 0.210, 0.228, 0.347, 0.587, 0.474, 0.262, 0.005, 0.352, 0.561, -0.078, 0.080, -0.016, -0.891, -0.607, -0.467, 0.384, -0.282, 0.205, 0.280, -0.884, -1.292, -1.603, -0.446, 0.259, -0.567, 0.491, 0.349, 0.385, -0.838, -0.647, 0.448, 0.267, 0.294, -0.450, 1.103, -0.802, 0.201, 0.842, -1.515, -0.642, -0.489, -0.002, 0.312, 0.317, 0.344, 0.289, 0.146], "total_charge": 0, "gap_ev": 9.0, "mol_weight_g_mol": 980.52, "smiles": "COC[C@H](C)N.COC[C@H](C)N.COC[C@H](C)N.COC[C@H](C)N.COC[C@H](C)N.COC[C@H](C)N.COC[C@H](C)N.COC[C@H](C)N.COC[C@H](C)N.COC[C@H](C)N.COC[C@H](C)N"}

---

Stability verdict: version 2, ahead by 118.5 kJ/mol